a | The following is a quantum chemistry calculation of a single C3H10N2O2 molecule, from the OMol25 dataset.

Geometry (Å):
C  -0.691  1.357  0.731
C  -0.021  0.207  0.003
O  -0.041  0.481  -1.509
C  -0.700  -1.128  0.257
O  -1.992  -0.993  -0.219
N  1.368  0.030  0.367
N  2.151  -0.959  -0.278
H  -0.761  1.113  1.849
H  -0.128  2.221  0.800
H  -1.679  1.567  0.294
H  -0.880  0.557  -1.800
H  -0.705  -1.353  1.321
H  -0.084  -1.953  -0.411
H  -1.966  -0.834  -1.254
H  1.865  0.962  0.169
H  1.805  -1.920  -0.004
H  1.796  -0.866  -1.204

Values from the calculation:
**LUMO**: 0.536 eV
**SMILES string**: C[C@](O)(CO)NN
**HOMO level**: -9.58 eV

---

b | The following is a quantum chemistry calculation of 2 unconnected molecules or ions with the total composition C3H10N2O2, from the OMol25 dataset.

Geometry (Å):
C  0.624  0.131  0.347
C  -0.777  -0.149  0.236
C  1.290  1.257  -0.355
N  -1.578  0.950  -0.217
N  -1.346  -0.906  1.334
O  1.312  -0.577  1.241
O  0.607  -1.312  -1.482
H  2.254  -0.568  1.019
H  0.925  -1.737  -2.291
H  -0.500  -0.910  -0.771
H  -2.344  0.647  -0.804
H  -1.947  1.483  0.564
H  -0.679  -1.577  1.702
H  -2.193  -1.379  1.041
H  0.790  1.462  -1.295
H  1.220  2.150  0.277
H  2.341  1.033  -0.546

Values from the calculation:
**LUMO**: 0.476 eV
**HOMO level**: -8.16 eV

---

c | The following is a quantum chemistry calculation of a single C3H10N2O2 molecule, from the OMol25 dataset.

Geometry (Å):
C  -1.885  -0.250  -0.128
C  -0.831  0.818  -0.247
N  0.689  0.162  -0.071
C  1.049  -0.950  -0.947
O  1.577  1.177  -0.135
N  0.615  -0.300  1.326
O  0.663  0.915  2.007
H  -1.792  -0.751  0.834
H  -1.820  -0.983  -0.929
H  -2.868  0.220  -0.169
H  -0.966  1.621  0.472
H  -0.727  1.242  -1.243
H  0.877  -0.640  -1.975
H  2.109  -1.169  -0.817
H  0.442  -1.816  -0.694
H  1.507  -0.776  1.515
H  1.361  1.480  1.200

Values from the calculation:
**LUMO**: 0.821 eV
**SMILES string**: CC[N@@+](C)([O-])NO
**HOMO level**: -9.21 eV

---

d | The following is a quantum chemistry calculation of 2 unconnected molecules or ions with the total composition C3H10N2O2, from the OMol25 dataset.

Geometry (Å):
C  -0.987  -1.772  0.273
C  -1.148  -0.350  0.760
N  0.010  0.521  0.668
C  0.337  1.399  -0.349
N  -0.732  1.877  -1.058
O  1.506  1.674  -0.597
H  -0.080  -2.306  0.534
H  -1.103  -1.714  -0.817
H  -1.855  -2.364  0.575
H  -1.919  0.157  0.169
H  -1.572  -0.328  1.765
H  0.858  0.151  1.043
H  -0.462  2.585  -1.715
H  -1.331  1.199  -1.492
O  2.849  -0.630  0.014
H  2.300  0.021  -0.423
H  3.329  -0.119  0.650

Values from the calculation:
**LUMO**: 0.723 eV
**SMILES string**: CCNC(N)=O.O
**HOMO level**: -9.79 eV

---

Q: Which of them is the least stable? A: c.

---

a | The following is a quantum chemistry calculation of 2 unconnected molecules or ions with the total composition C3H10N2O2, from the OMol25 dataset.

Geometry (Å):
N  -1.654  -0.534  -2.487
C  -0.888  -0.784  -1.284
C  -0.137  0.458  -0.847
N  1.070  0.090  -0.066
C  1.478  0.711  1.087
O  2.626  0.971  1.343
H  -1.744  -1.366  -3.053
H  -2.576  -0.126  -2.453
H  -0.103  -1.507  -1.509
H  -1.503  -1.178  -0.467
H  0.281  0.971  -1.711
H  -0.666  1.190  -0.248
H  1.888  -0.095  -0.641
H  0.606  0.969  1.718
O  -1.774  -0.540  2.222
H  -0.926  -0.784  1.837
H  -1.876  -1.049  3.031

Values from the calculation:
**LUMO**: 0.766 eV
**SMILES string**: NCCNC=O.O
**HOMO level**: -9.48 eV

---

b | The following is a quantum chemistry calculation of 2 unconnected molecules or ions with the total composition C3H10N2O2, from the OMol25 dataset.

Geometry (Å):
C  -1.189  -0.174  -1.309
C  0.208  0.080  -0.726
N  1.228  -0.724  -1.452
C  0.245  -0.328  0.760
N  1.548  -0.359  1.202
O  -0.650  -0.874  1.391
H  -1.587  -1.095  -0.878
H  -1.884  0.612  -1.016
H  -1.166  -0.410  -2.374
H  0.419  1.145  -0.682
H  0.686  -1.377  -1.998
H  1.712  -0.211  -2.176
H  1.676  -0.588  2.169
H  2.270  -0.621  0.558
O  -1.446  1.801  1.996
H  -1.130  0.912  1.843
H  -0.939  2.209  2.692

Values from the calculation:
**LUMO**: 0.867 eV
**SMILES string**: C[C@H](N)C(N)=O.O
**HOMO level**: -9.83 eV

---

Q: Which of them is the least stable? A: a.